No. 1
A cluster of 11 separate species, C33H39F9O33 in total at a distorted geometry, computed with ωB97M-V/def2-TZVPD.

The geometry in XYZ format:
```
114
Properties=species:S:1:pos:R:3:mulliken_charge:R:1
O 22.55 -17.09 -13.29 -0.583
C 22.89 -17.12 -12.10 0.722
O 23.59 -18.09 -11.52 -0.368
C 23.73 -18.03 -10.12 0.025
C 23.12 -16.65 -9.87 0.480
F 24.09 -15.73 -9.83 -0.318
O 22.40 -16.35 -11.11 -0.360
H 23.09 -18.83 -9.74 -0.055
H 24.77 -18.21 -9.86 0.218
H 22.47 -16.53 -9.00 0.263
O 17.36 -23.23 -10.29 -0.540
C 17.36 -24.14 -11.12 0.706
O 18.30 -24.46 -12.00 -0.304
C 17.79 -25.55 -12.90 -0.529
C 16.32 -25.59 -12.60 0.457
F 16.00 -26.89 -12.45 -0.314
O 16.29 -25.06 -11.31 -0.310
H 18.04 -25.38 -13.95 0.269
H 18.38 -26.44 -12.67 0.289
H 15.62 -25.07 -13.27 0.291
O 15.96 -11.35 -8.53 -0.526
C 16.36 -11.93 -9.50 0.607
O 15.86 -13.08 -10.02 -0.341
C 16.47 -13.49 -11.25 0.658
C 17.63 -12.56 -11.35 0.517
F 17.64 -12.07 -12.56 -0.294
O 17.35 -11.56 -10.35 -0.402
H 16.75 -14.52 -11.04 -0.872
H 15.78 -13.40 -12.08 0.260
H 18.62 -13.02 -11.26 0.279
O 18.53 -23.63 -6.01 -0.406
C 17.80 -24.12 -5.15 0.450
O 16.50 -23.79 -4.97 -0.226
C 16.01 -24.33 -3.82 -0.414
C 17.04 -25.36 -3.51 0.196
F 16.60 -26.53 -4.05 -0.282
O 18.23 -24.92 -4.19 -0.281
H 15.97 -23.58 -3.03 0.320
H 15.00 -24.75 -3.81 0.311
H 17.29 -25.56 -2.47 0.307
O 21.77 -21.61 -10.62 -0.510
C 21.50 -22.56 -9.93 0.556
O 20.77 -23.70 -10.28 -0.345
C 20.24 -24.27 -9.10 -0.179
C 21.36 -23.77 -8.12 0.286
F 22.31 -24.71 -7.96 -0.445
O 21.85 -22.63 -8.63 -0.081
H 19.30 -23.77 -8.86 -0.150
H 20.03 -25.32 -9.30 0.490
H 20.92 -23.59 -7.14 0.386
O 14.76 -22.24 -13.07 -0.579
C 14.95 -21.07 -12.85 0.568
O 16.09 -20.34 -13.07 -0.314
C 15.96 -19.01 -12.72 0.530
C 14.45 -18.95 -12.49 0.950
F 13.78 -18.44 -13.58 -0.358
O 13.98 -20.26 -12.43 -0.363
H 16.51 -18.74 -11.82 -0.495
H 16.39 -18.35 -13.48 0.147
H 14.14 -18.41 -11.60 -0.098
O 22.26 -20.92 -5.79 -0.614
C 23.22 -21.41 -6.33 0.789
O 23.93 -20.68 -7.16 -0.282
C 25.11 -21.34 -7.48 -0.516
C 25.01 -22.72 -6.83 0.369
F 25.95 -22.67 -5.90 -0.319
O 23.82 -22.52 -6.09 -0.340
H 25.13 -21.45 -8.57 0.277
H 25.95 -20.79 -7.04 0.347
H 25.08 -23.63 -7.43 0.329
O 15.56 -16.51 -11.12 -0.511
C 15.27 -16.58 -9.91 0.735
O 16.02 -16.17 -8.94 -0.300
C 15.18 -16.04 -7.83 -0.633
C 14.29 -17.27 -8.04 0.619
F 13.18 -16.91 -7.41 -0.324
O 14.11 -17.05 -9.43 -0.445
H 15.76 -16.10 -6.92 0.373
H 14.63 -15.10 -7.77 0.280
H 14.63 -18.29 -7.90 0.198
O 17.99 -15.66 -13.19 -0.294
C 18.85 -15.51 -14.00 0.672
O 18.97 -16.26 -15.08 -0.377
C 20.26 -16.12 -15.66 -0.453
C 20.74 -14.77 -15.17 0.400
F 20.51 -13.91 -16.13 -0.308
O 19.89 -14.57 -14.07 -0.338
H 20.94 -16.92 -15.36 0.182
H 20.21 -16.35 -16.72 0.338
H 21.74 -14.72 -14.73 0.295
C 19.15 -20.86 -7.81 -0.423
O 18.43 -19.95 -8.58 -0.313
C 19.12 -18.89 -9.05 0.599
O 20.27 -18.51 -8.74 -0.617
O 18.47 -18.42 -10.13 0.098
C 19.12 -17.32 -10.87 -0.252
H 20.24 -20.80 -7.84 0.185
H 18.92 -21.81 -8.29 0.100
H 18.90 -20.86 -6.75 0.161
H 20.00 -16.83 -10.46 0.232
H 18.34 -16.56 -10.83 -0.263
H 19.33 -17.54 -11.92 0.294
C 17.51 -16.98 -2.68 -0.657
O 17.03 -18.29 -3.11 -0.313
C 16.61 -18.42 -4.45 0.776
O 16.49 -17.52 -5.30 -0.563
O 16.31 -19.72 -4.69 -0.313
C 16.16 -20.31 -6.04 0.046
H 18.52 -17.07 -2.28 0.288
H 16.89 -16.46 -1.95 0.268
H 17.67 -16.31 -3.52 0.279
H 15.31 -19.81 -6.51 0.206
H 15.91 -21.33 -5.74 0.089
H 16.90 -20.30 -6.84 0.051
```

The strongest force on any atom comes out at 0.0999 Eh/bohr. The calculation puts the LUMO energy at 0.286 eV. As for the orbital gap: 0.4081 hartree. As for the SMILES: O=C1OC[C@@H](F)O1.O=C1OC[C@@H](F)O1.O=C1OC[C@@H](F)O1.O=C1OC[C@@H](F)O1.O=C1OC[C@@H](F)O1.O=C1OC[C@@H](F)O1.O=C1OC[C@@H](F)O1.O=C1OC[C@@H](F)O1.O=C1OC[C@@H](F)O1.COC(=O)OC.COC(=O)OC. As for the total energy: -4662.6041 Ha.

=====

No. 2
A structure of composition C33H40BaF6N5O6P2S2 at a distorted geometry, computed with ωB97M-V/def2-TZVPD.

The geometry in XYZ format:
```
95
Properties=species:S:1:pos:R:3:mulliken_charge:R:1
Ba -0.12 -0.07 -0.36 2.266
F -4.55 1.46 2.15 -0.170
C -4.12 0.41 1.50 0.440
F -4.97 0.08 0.55 -0.198
F -3.89 -0.60 2.31 -0.176
S -2.44 0.95 0.72 0.988
O -1.38 0.23 1.47 -0.703
O -2.42 2.38 0.78 -0.647
N -2.45 0.50 -0.87 -0.591
S -2.38 -1.09 -1.22 0.797
O -2.57 -1.92 -0.04 -0.533
O -1.17 -1.34 -2.00 -0.674
C -3.74 -1.47 -2.49 0.520
F -4.83 -1.80 -1.82 -0.183
F -3.94 -0.40 -3.23 -0.187
F -3.31 -2.47 -3.21 -0.148
O 2.73 -0.07 0.36 -0.314
N 2.81 0.04 -1.04 0.088
C 3.38 -0.96 -1.57 -1.633
C 3.93 -2.16 -0.87 0.594
C 5.29 -2.40 -1.00 -0.593
C 5.87 -3.49 -0.36 -0.731
C 5.07 -4.36 0.37 -0.769
C 3.71 -4.14 0.46 -0.639
C 3.11 -3.05 -0.16 0.493
P 1.30 -2.83 -0.17 1.417
C 0.80 -4.09 -1.44 0.508
C -0.50 -4.59 -1.47 -0.519
C -0.91 -5.44 -2.48 -0.839
C -0.03 -5.80 -3.50 -0.654
C 1.26 -5.30 -3.49 -0.680
C 1.67 -4.45 -2.46 -0.804
C 0.72 -3.54 1.41 0.454
C 0.64 -2.64 2.48 -0.378
C 0.22 -3.04 3.73 -0.836
C -0.15 -4.36 3.94 -0.538
C -0.07 -5.28 2.89 -0.820
C 0.37 -4.87 1.64 0.170
H 2.29 0.77 0.61 0.219
H 3.50 -0.84 -2.64 0.521
H 5.91 -1.71 -1.57 0.490
H 6.94 -3.66 -0.45 0.403
H 5.51 -5.22 0.86 0.453
H 3.10 -4.85 1.02 0.449
H -1.22 -4.32 -0.69 0.642
H -1.93 -5.83 -2.48 0.462
H -0.35 -6.46 -4.29 0.403
H 1.96 -5.58 -4.27 0.435
H 2.70 -4.09 -2.47 0.310
H 0.93 -1.60 2.35 0.437
H 0.16 -2.32 4.54 0.457
H -0.49 -4.69 4.91 0.404
H -0.35 -6.31 3.05 0.438
H 0.42 -5.59 0.83 0.498
O 0.82 1.94 0.40 0.025
P 1.26 3.39 0.11 -1.187
N 0.36 4.32 1.09 0.457
C -0.12 3.85 2.42 0.063
C -0.75 5.10 3.00 -0.770
C 0.18 6.21 2.54 -0.785
C 0.52 5.81 1.10 -0.313
N 1.05 3.61 -1.48 0.172
C 1.56 4.77 -2.26 -0.562
C 0.29 5.47 -2.73 -0.655
C -0.65 4.30 -3.04 -0.712
C -0.29 3.23 -2.01 0.084
N 2.79 3.80 0.37 0.341
C 3.89 3.37 -0.56 -0.671
C 4.97 2.82 0.35 -0.463
C 4.80 3.63 1.63 -0.816
C 3.29 3.75 1.78 -0.367
H 0.72 3.52 3.04 0.281
H -0.81 3.03 2.31 -0.283
H -0.85 5.04 4.09 0.423
H -1.75 5.24 2.58 0.289
H 1.09 6.21 3.15 0.267
H -0.26 7.20 2.58 0.406
H 1.54 6.10 0.81 0.368
H -0.17 6.26 0.39 0.208
H 2.13 4.40 -3.11 0.368
H 2.22 5.40 -1.66 0.354
H 0.47 6.11 -3.59 0.463
H -0.12 6.08 -1.92 0.111
H -0.46 3.93 -4.05 0.388
H -1.70 4.58 -2.98 0.359
H -0.25 2.25 -2.49 -0.128
H -1.02 3.18 -1.20 0.086
H 4.25 4.24 -1.11 0.411
H 3.52 2.65 -1.29 0.393
H 5.96 2.95 -0.09 0.489
H 4.82 1.75 0.54 -0.040
H 5.24 4.62 1.52 0.348
H 5.25 3.16 2.51 0.402
H 2.99 4.64 2.33 0.103
H 2.89 2.89 2.32 0.293
```

The strongest force on any atom comes out at 0.1746 Eh/bohr. The calculation puts the LUMO energy at -1.801 eV. As for the orbital gap: 0.3272 hartree. The charge is +1. As for the total energy: -4110.3290 Ha.

=====

Which of these has the highest orbital gap? C33H39F9O33

=====

Among the records above, which one has the highest strongest force on any atom? C33H40BaF6N5O6P2S2

=====

Which of these has the lowest orbital gap? C33H40BaF6N5O6P2S2

=====

The highest total energy belongs to which entry? C33H40BaF6N5O6P2S2